[1]
Density functional theory data (ωB97M-V/def2-TZVPD) for one molecule with the formula C4H4O4 at a distorted geometry.

```
12
Properties=species:S:1:pos:R:3:forces:R:3
C -1.27139 0.27649 -0.14596 -6.15 1.65 -0.04
C -0.18899 -0.06735 0.79003 -1.66 -2.97 2.39
C 0.42352 -1.03955 -0.07938 1.53 -3.19 -5.61
C 1.59798 -0.03151 -0.26063 -1.25 5.19 -0.32
H -0.54829 2.04709 -0.19368 2.89 1.28 0.89
H -0.35458 -0.44837 1.86578 -0.74 0.83 -1.71
H -0.31967 -1.34639 -1.05624 2.80 0.90 2.36
H 0.89288 -1.94513 0.13478 0.18 -1.82 1.44
O -1.35852 1.64836 -0.33701 -3.12 -3.17 -1.33
O -2.13691 -0.50072 -0.60614 2.85 2.69 1.43
O 2.45278 0.58919 -0.82515 -0.74 -3.13 0.47
O 0.81120 0.81789 0.71362 3.40 1.74 0.02
```
Positions in Å, forces in eV/Å.

Calculated values
**2S+1**: 1
**HOMO-LUMO gap**: 11.117 eV
**Energy above the lowest of the compared OMol25 structures with the same formula, charge and spin**: 3.545 eV
**E_tot**: -12399.7588 eV

Let us look at the Mulliken charges, expressed in e, one per atom:
1. C 0.213
2. C 0.795
3. C -0.900
4. C 0.572
5. H 0.348
6. H 0.358
7. H 0.256
8. H 0.379
9. O -0.461
10. O -0.572
11. O -0.462
12. O -0.529

=====

[2]
Density functional theory data (ωB97M-V/def2-TZVPD) for a 8-piece molecular cluster, C3H19N2O10 overall at a distorted geometry.

```
34
Properties=species:S:1:pos:R:3:forces:R:3
O -2.13927 2.41345 1.50983 1.21 0.25 -0.49
C -1.43603 1.66348 0.81994 -2.73 -0.57 1.19
N -0.32493 2.03700 0.16483 2.78 0.42 -1.10
C 0.72929 1.19156 -0.51044 -1.77 0.60 1.48
O 0.31056 0.03369 -0.71085 1.39 -0.62 -0.98
O 1.81292 1.72965 -0.71178 -0.36 -0.03 -0.19
C -1.97378 0.19669 0.74514 2.37 -0.25 -3.37
N -1.94320 -0.49788 1.96461 1.34 -0.93 2.97
H 0.08081 2.97464 0.22483 -0.95 -0.20 0.43
H -3.01280 0.21896 0.29965 1.21 0.09 0.36
H -1.14879 -0.35622 0.08528 -3.02 1.05 1.21
H -2.08430 0.10440 2.78135 -0.41 -0.04 -0.40
H -0.99799 -0.91496 2.16095 -1.30 0.40 -0.55
H -1.65971 1.50113 -2.23653 6.83 -4.30 1.69
H -3.16913 1.32704 -2.22429 1.40 0.24 -0.17
O -2.39243 1.89607 -2.41101 -8.37 4.48 -1.68
H 2.36320 1.23203 1.92196 -0.14 0.01 -2.27
H 1.97180 2.41395 2.88434 0.17 -0.60 -0.62
O 2.39581 1.54506 2.79348 0.01 0.82 2.60
H 2.53834 -1.29613 2.52406 -0.31 0.31 0.28
H 1.20798 -0.43848 2.58902 1.40 -1.93 1.07
O 1.66827 -1.27788 2.95515 -1.04 1.50 -1.23
H 1.63361 -0.87965 -2.43799 0.17 0.93 -1.03
H 1.82764 0.71041 -2.57629 -0.10 -3.54 -1.97
O 1.76141 -0.21037 -3.15405 0.17 2.62 2.53
H -0.77896 -3.61616 -0.91018 0.65 0.89 0.53
H 0.63385 -2.92179 -0.44024 0.08 1.50 0.88
O 0.18843 -3.60199 -0.89307 -0.77 -2.50 -1.57
H 1.62023 -1.18822 -0.65066 0.50 0.03 1.18
H 1.98392 -1.94391 0.72127 0.33 0.66 -1.59
O 2.34666 -1.66900 -0.17087 -0.75 -0.62 1.00
H -1.23999 -1.30630 -2.95143 0.44 -0.21 -0.38
H -1.05412 -0.28877 -1.83529 0.61 -0.21 0.25
O -1.71929 -0.78149 -2.32071 -1.03 -0.24 -0.07
```
Positions in Å, forces in eV/Å.

Calculated values
**2S+1**: 1
**HOMO-LUMO gap**: 9.019 eV
**Net charge**: -1
**Energy above the lowest of the compared OMol25 structures with the same formula, charge and spin**: 1.551 eV
**E_tot**: -26876.5760 eV

Let us look at the Mulliken charges, expressed in e, one per atom:
1. O -0.706
2. C 0.382
3. N 0.054
4. C 0.161
5. O -0.038
6. O -0.754
7. C 0.471
8. N -0.633
9. H 0.261
10. H 0.086
11. H -0.178
12. H 0.302
13. H 0.206
14. H 0.225
15. H 0.329
16. O -0.615
17. H 0.306
18. H 0.325
19. O -0.668
20. H 0.345
21. H 0.310
22. O -0.660
23. H 0.318
24. H 0.338
25. O -0.676
26. H 0.307
27. H 0.331
28. O -0.658
29. H 0.008
30. H 0.325
31. O -0.716
32. H 0.279
33. H 0.285
34. O -0.651

=====

[3]
Density functional theory data (ωB97M-V/def2-TZVPD) for C25H15MnN5O6S2 as an isolated structure.

```
54
Properties=species:S:1:pos:R:3:forces:R:3
Mn -1.24194 1.47468 -1.24685 -0.37 0.24 0.13
O -4.29633 0.19298 1.43816 0.21 0.06 -0.08
C -3.57739 0.77888 0.62961 -0.18 -0.06 0.17
O -2.39428 1.21360 0.73512 0.21 0.04 0.16
C -4.19780 1.17539 -0.70873 -0.04 -0.10 -0.07
C -5.55308 1.31210 -0.95756 -0.14 0.01 -0.03
C -5.95170 1.97671 -2.10870 0.03 0.02 -0.04
C -4.99743 2.54521 -2.95183 -0.17 -0.04 0.01
C -3.67259 2.34804 -2.63622 -0.01 -0.04 -0.04
N -3.31809 1.60777 -1.59439 0.37 -0.04 0.09
C -2.49505 3.10046 -3.21354 0.46 -0.09 0.46
O -2.59946 3.78005 -4.20706 -0.02 0.10 -0.22
O -1.43867 2.97813 -2.44820 -0.34 0.35 -0.52
H -6.25118 0.94145 -0.21980 0.00 0.01 -0.02
H -7.00602 2.11356 -2.31791 0.02 -0.01 0.00
H -5.25153 3.16515 -3.79988 -0.02 -0.01 0.01
N 2.67011 -6.59530 2.80609 0.00 0.02 0.00
C 2.11498 -5.74073 2.27232 -0.18 0.23 -0.18
C 1.42514 -4.66121 1.59886 0.23 -0.21 0.13
C 2.10026 -3.89685 0.64701 0.00 0.05 -0.04
C 1.45063 -2.85142 0.01915 0.05 -0.02 0.02
C 0.11986 -2.54801 0.32974 -0.04 0.29 -0.04
C -0.54662 -3.32412 1.27879 -0.08 -0.08 0.09
C 0.09929 -4.37235 1.90974 -0.12 -0.01 0.04
C -0.50370 -1.40023 -0.25984 0.28 -0.74 0.14
C -0.94152 -0.38125 -0.73535 -0.05 0.11 -0.05
H 3.13218 -4.12316 0.41399 0.00 0.01 -0.01
H 1.96834 -2.23479 -0.70370 0.01 -0.02 0.01
H -1.57004 -3.07716 1.52974 0.02 -0.01 0.00
H -0.41642 -4.96629 2.65304 -0.01 0.01 -0.01
N 3.41959 -1.68836 3.73915 -0.01 0.15 0.06
C 2.97022 -0.60322 2.98651 0.02 -0.10 -0.01
C 3.86890 0.32811 2.46958 0.04 0.03 -0.02
C 3.41152 1.42072 1.74412 -0.06 -0.07 -0.03
C 2.05199 1.58537 1.53598 0.01 -0.12 0.19
C 1.14095 0.66368 2.05440 0.02 0.07 0.00
C 1.59995 -0.41914 2.77457 -0.04 -0.03 0.01
S 1.42387 2.92863 0.58741 -0.18 -0.27 0.22
O 0.42686 3.59714 1.36580 0.01 0.11 0.02
O 2.55318 3.65863 0.07081 0.15 0.07 -0.08
N 0.65888 2.16773 -0.60646 -0.01 0.08 -0.68
C 1.28322 1.79423 -1.75320 0.25 -0.02 0.28
S 2.89221 2.10118 -2.34312 -0.13 0.14 0.18
C 2.50528 1.22526 -3.78537 0.06 -0.07 0.01
C 1.23846 0.76831 -3.72913 -0.19 -0.06 -0.05
N 0.55792 1.07952 -2.57981 -0.04 0.03 -0.21
H 4.37549 -1.96182 3.58871 0.02 -0.02 -0.04
H 2.79126 -2.47208 3.79273 -0.03 -0.04 -0.05
H 4.93310 0.19008 2.63306 -0.04 0.02 -0.01
H 4.10191 2.14322 1.32686 -0.02 -0.03 0.02
H 0.07779 0.79536 1.88074 0.01 -0.01 0.01
H 0.89546 -1.14273 3.17441 0.03 0.05 -0.03
H 3.22366 1.11404 -4.58228 -0.05 -0.03 0.06
H 0.73838 0.19485 -4.49729 0.03 0.05 0.03
```
Positions in Å, forces in eV/Å.

Calculated values
**2S+1**: 5
**HOMO-LUMO gap (spin up / spin down)**: 7.164 / 7.546 eV
**Net charge**: -1
**Energy above the lowest of the compared OMol25 structures with the same formula, charge and spin**: 0.507 eV
**E_tot**: -98897.2843 eV

Let us look at the Mulliken charges, expressed in e, one per atom:
1. Mn 0.352
2. O -0.768
3. C 0.187
4. O -0.563
5. C 0.477
6. C -0.822
7. C 0.013
8. C -0.754
9. C 0.673
10. N -0.128
11. C 0.205
12. O -0.696
13. O -0.608
14. H 0.495
15. H 0.411
16. H 0.481
17. N -0.540
18. C 0.025
19. C 0.521
20. C -0.652
21. C -0.344
22. C 0.532
23. C -0.635
24. C -0.605
25. C 0.369
26. C -0.494
27. H 0.456
28. H 0.543
29. H 0.519
30. H 0.441
31. N -0.568
32. C 0.840
33. C -0.696
34. C -0.452
35. C -0.244
36. C -0.410
37. C -0.703
38. S 1.096
39. O -0.718
40. O -0.709
41. N 0.114
42. C 0.627
43. S -0.071
44. C -0.149
45. C -0.886
46. N -0.130
47. H 0.223
48. H 0.212
49. H 0.311
50. H 0.487
51. H 0.634
52. H 0.306
53. H 0.408
54. H 0.386

=====

[4]
Density functional theory data (ωB97M-V/def2-TZVPD) for a 2-piece molecular cluster, CH3NO2 overall at a distorted geometry.

```
7
Properties=species:S:1:pos:R:3:forces:R:3
C 0.15262 0.93366 -0.92579 -2.35 1.89 0.32
N 1.11616 0.39634 -1.17831 5.64 -3.05 -1.43
O -1.55704 0.05731 0.86580 0.19 -0.43 0.67
O -0.61186 -1.01497 0.76472 0.10 -0.50 0.31
H -0.02495 -0.92499 1.53994 -0.58 0.23 -0.19
H 2.02514 -0.14906 -1.36135 -2.63 1.54 0.47
H -1.10007 0.70171 0.29499 -0.37 0.32 -0.16
```
Positions in Å, forces in eV/Å.

Calculated values
**2S+1**: 1
**HOMO-LUMO gap**: 11.277 eV
**Energy above the lowest of the compared OMol25 structures with the same formula, charge and spin**: 5.536 eV
**E_tot**: -6666.1282 eV

Let us look at the Mulliken charges, expressed in e, one per atom:
1. C -0.339
2. N -0.076
3. O -0.327
4. O -0.409
5. H 0.338
6. H 0.357
7. H 0.457